1.
215
Properties=species:S:1:pos:R:3:forces:R:3 method="wB97M-V/def2-TZVPD" energy_ha=-3888.991811 smiles=COC[C@H](C)N.COC[C@H](C)N.COC[C@H](C)N.COC[C@H](C)N.COCCNCCOC.COCCNCCOC.COCCNCCOC.COCCNCCOC.COCCNCCOC.COCCNCCOC.O homo_ev=-8.3 gap_ev=8.9
C -5.267 0.334 -4.727 -1.247 -0.394 -0.637
C -5.257 0.889 -3.330 -0.115 0.091 2.901
C -5.154 -0.274 -2.290 0.816 0.758 -0.560
O -6.228 -1.094 -2.499 -1.334 -0.456 -1.300
C -6.565 -1.891 -1.442 0.001 -1.003 1.896
N -4.055 1.651 -3.089 1.202 -0.573 -1.359
H -5.896 -0.612 -4.747 0.436 1.441 -0.249
H -4.262 0.006 -4.976 0.287 0.076 -0.053
H -5.594 1.110 -5.478 0.194 -0.984 0.670
H -6.145 1.483 -2.966 0.367 -0.581 -1.107
H -5.092 0.064 -1.231 -0.222 0.290 -0.448
H -4.206 -0.797 -2.474 0.114 -0.136 -0.041
H -7.490 -2.503 -1.641 1.278 0.473 -0.080
H -6.778 -1.245 -0.572 -0.224 -0.143 0.037
H -5.667 -2.492 -1.099 -0.985 -0.026 -0.473
H -3.627 2.028 -3.909 0.094 0.075 -0.584
H -4.011 2.348 -2.407 -0.608 0.971 1.362
C -2.274 -4.616 -0.159 1.145 0.783 0.794
C -2.359 -4.419 1.376 0.285 -1.208 0.108
C -3.649 -5.015 1.834 -0.443 -0.566 1.023
O -3.804 -4.631 3.194 -2.148 -0.560 0.965
C -5.139 -4.945 3.756 0.397 0.554 -2.533
N -1.238 -5.059 2.130 0.990 1.290 -2.253
H -2.183 -5.668 -0.393 -0.325 -0.390 -0.007
H -1.301 -4.213 -0.479 -0.333 0.147 -0.220
H -3.093 -4.132 -0.722 0.393 -0.232 0.326
H -2.398 -3.361 1.680 -0.177 0.027 -0.508
H -3.784 -6.142 1.764 0.518 1.182 -0.288
H -4.374 -4.506 1.233 -1.149 0.060 -0.442
H -5.974 -4.317 3.303 1.186 -0.242 0.498
H -5.052 -4.793 4.793 -0.021 0.275 1.213
H -5.477 -5.969 3.551 0.562 -0.104 0.031
H -0.442 -4.406 1.909 -0.551 -1.077 0.707
H -1.429 -4.985 3.109 -0.149 0.207 0.574
C 2.014 -0.715 -0.977 1.348 0.502 -1.148
C 1.585 0.087 0.216 -0.688 -1.251 1.613
C 0.099 -0.168 0.662 1.428 -1.033 -0.760
O -0.742 0.058 -0.447 -0.188 0.104 0.352
C -2.113 -0.291 -0.192 1.162 0.895 -0.214
N 2.435 -0.428 1.326 0.673 1.074 -0.642
H 1.974 -1.817 -0.973 -0.584 0.371 0.669
H 3.131 -0.522 -1.088 -1.287 -0.003 -0.382
H 1.432 -0.355 -1.825 0.381 -0.219 -0.313
H 1.819 1.169 0.101 -0.573 -0.442 -0.383
H -0.116 0.512 1.478 -0.334 0.247 0.394
H 0.042 -1.244 1.053 -0.052 1.264 -0.546
H -2.220 -1.338 -0.416 -0.395 -0.678 0.242
H -2.680 0.292 -0.908 -0.302 0.024 -0.013
H -2.376 -0.012 0.834 -0.228 -0.238 -0.140
H 3.350 -0.033 1.072 0.209 -0.666 0.147
H 2.231 0.147 2.121 -0.379 0.179 0.960
C -5.623 3.108 1.900 -1.492 0.018 -0.572
C -6.020 1.903 1.066 1.858 -0.866 -0.411
C -5.915 0.622 1.889 0.086 -0.070 -0.468
O -4.595 0.489 2.359 0.164 -1.677 0.703
C -4.420 -0.849 2.901 1.088 0.733 0.337
N -7.289 1.937 0.391 -0.269 0.672 -0.664
H -4.749 2.836 2.441 0.865 0.101 0.339
H -6.403 3.338 2.611 -0.339 0.151 0.420
H -5.499 3.978 1.266 0.260 0.170 -0.011
H -5.151 1.846 0.322 -1.349 -0.229 0.453
H -6.171 -0.203 1.196 0.134 0.030 0.341
H -6.641 0.581 2.727 0.157 0.200 -0.201
H -4.457 -1.611 2.130 -0.208 -0.072 -0.413
H -5.184 -1.071 3.650 -0.013 0.085 0.041
H -3.407 -0.955 3.373 -0.928 0.467 -0.384
H -7.432 1.173 -0.269 0.220 0.221 0.324
H -8.062 1.948 1.039 -0.124 0.014 0.136
C 2.103 2.108 9.884 0.177 -1.149 -1.408
O 2.994 1.511 8.885 -0.262 -0.164 2.292
C 3.272 2.282 7.769 -0.087 -0.927 -0.669
C 2.063 2.355 6.869 0.086 0.379 -1.169
N 2.529 2.665 5.521 0.639 0.733 0.185
C 1.538 3.184 4.619 -0.377 -3.000 -1.457
C 2.136 3.769 3.355 0.007 1.249 0.800
O 2.798 2.780 2.694 1.426 -1.365 -1.960
C 3.801 3.234 1.727 -1.183 0.140 1.069
H 2.464 2.987 10.390 0.571 0.517 -0.160
H 1.936 1.348 10.635 0.120 -0.261 0.077
H 1.137 2.310 9.423 -0.117 0.216 -0.025
H 4.059 1.805 7.173 0.018 -0.445 0.403
H 3.715 3.219 8.039 -0.178 1.050 0.115
H 1.453 3.189 7.193 -0.382 0.266 -0.061
H 1.408 1.453 6.926 0.614 0.198 0.137
H 3.217 2.050 5.082 -0.650 0.037 0.429
H 0.992 3.908 5.141 -1.090 1.110 0.610
H 0.851 2.292 4.310 0.438 1.540 0.258
H 2.901 4.485 3.684 -0.244 0.566 0.025
H 1.417 4.250 2.667 -0.076 0.111 0.537
H 4.083 2.323 1.269 0.481 -0.750 -0.791
H 4.659 3.611 2.283 0.108 0.296 0.006
H 3.450 3.982 0.977 -0.076 -0.469 0.690
C 4.769 -3.838 -1.069 -0.081 -0.091 1.316
O 5.482 -2.615 -1.053 -0.241 0.346 1.204
C 5.675 -2.204 0.311 0.327 -0.749 0.200
C 6.452 -0.917 0.529 -0.374 -2.317 1.622
N 5.711 0.249 0.239 0.137 2.098 0.598
C 5.729 0.622 -1.155 -0.085 -1.366 -1.127
C 4.994 1.901 -1.503 0.890 -0.524 1.447
O 5.783 2.912 -0.846 -0.580 -0.766 0.229
C 5.475 4.226 -1.258 -1.614 -1.671 -0.393
H 3.792 -3.789 -0.544 0.235 0.455 -0.241
H 5.313 -4.628 -0.472 -0.150 0.441 -1.057
H 4.572 -4.042 -2.104 0.148 -0.634 -0.387
H 6.243 -3.017 0.843 -0.384 0.430 -0.391
H 4.731 -2.062 0.864 -0.145 -0.301 -0.512
H 7.462 -1.064 0.144 0.253 0.599 -0.373
H 6.499 -0.968 1.648 0.465 0.252 -0.702
H 6.183 0.990 0.766 -0.529 0.051 -0.246
H 5.334 -0.286 -1.665 0.003 0.832 -0.184
H 6.761 0.734 -1.497 0.176 0.082 -0.213
H 3.954 1.837 -1.159 -0.014 0.426 0.312
H 4.950 2.014 -2.569 0.292 0.353 -0.640
H 4.377 4.333 -1.219 0.203 0.399 -0.093
H 5.801 4.252 -2.286 0.283 1.051 -0.435
H 5.897 4.901 -0.554 0.691 0.711 0.183
C 0.088 -1.266 -4.950 0.606 -0.753 0.749
O -0.606 -2.489 -4.866 -0.120 0.049 -0.471
C -1.480 -2.533 -3.777 -1.223 0.966 0.420
C -2.294 -3.784 -3.933 -0.370 -0.959 -1.013
N -3.601 -3.908 -3.288 0.678 -1.610 0.815
C -4.171 -5.300 -3.331 1.059 0.848 -0.859
C -5.597 -5.398 -2.861 0.204 0.833 -0.965
O -6.474 -4.577 -3.594 -0.924 0.739 0.020
C -6.704 -4.683 -4.966 1.054 0.157 -0.630
H 0.552 -1.112 -3.974 0.761 0.145 -0.038
H -0.535 -0.398 -5.053 -0.758 0.397 -0.578
H 0.802 -1.373 -5.769 -0.036 0.292 0.274
H -2.137 -1.643 -3.770 0.041 -0.023 -0.108
H -0.967 -2.525 -2.825 0.514 0.062 0.426
H -1.656 -4.575 -3.539 -0.152 -0.381 -0.246
H -2.360 -3.869 -5.048 -0.069 -0.462 0.577
H -4.252 -3.224 -3.578 -0.833 0.631 -0.555
H -3.566 -5.958 -2.701 0.132 0.167 0.133
H -4.104 -5.777 -4.360 -0.066 0.648 0.726
H -5.788 -4.994 -1.882 0.505 -0.283 0.752
H -5.850 -6.440 -2.924 -0.507 -0.737 0.095
H -5.811 -4.505 -5.585 0.160 -0.085 0.266
H -7.384 -3.896 -5.251 -0.398 0.259 0.180
H -7.117 -5.618 -5.304 -0.301 -0.721 0.173
C 4.351 7.370 3.520 -0.198 -0.223 -1.282
O 3.763 7.497 2.237 -0.706 0.512 -0.427
C 4.605 7.154 1.122 -1.629 0.988 0.034
C 3.657 7.283 -0.114 0.306 -2.466 1.420
N 2.699 6.140 0.030 1.178 0.935 -0.682
C 1.670 6.213 -0.998 0.599 -0.531 1.141
C 0.646 5.172 -0.622 -0.985 0.999 0.368
O 0.069 5.449 0.683 0.606 -1.498 -0.910
C -0.863 4.384 0.928 -0.798 1.032 0.671
H 3.690 7.748 4.290 -0.076 0.639 -0.164
H 5.287 7.891 3.404 0.654 0.103 1.010
H 4.443 6.324 3.757 0.661 -0.655 0.123
H 4.916 6.152 1.320 0.430 -0.985 -0.489
H 5.476 7.797 1.038 0.197 0.368 0.148
H 4.164 7.139 -1.066 0.267 0.290 -0.015
H 3.108 8.210 -0.069 0.073 0.713 -0.093
H 2.239 6.327 0.902 -0.320 -0.189 0.601
H 2.090 6.004 -1.963 0.363 -0.564 -0.654
H 1.396 7.251 -1.071 -1.324 0.485 -0.038
H 1.035 4.162 -0.685 0.681 -0.236 0.433
H -0.180 5.152 -1.292 -0.738 0.308 -0.981
H -0.454 3.362 0.768 -0.018 0.624 0.157
H -1.755 4.539 0.274 0.521 -0.322 0.272
H -1.203 4.540 1.977 0.250 -0.451 -0.680
C 3.578 -4.001 4.533 0.789 2.527 -0.621
O 3.086 -4.762 3.501 -0.079 -1.335 -0.605
C 3.587 -6.111 3.499 -0.201 0.424 -1.323
C 3.183 -6.647 2.112 0.459 -1.539 0.688
N 1.783 -7.109 1.953 0.874 0.680 -0.832
C 1.443 -7.160 0.507 -0.224 -0.570 0.349
C 1.641 -5.875 -0.324 0.978 -0.375 -0.374
O 0.674 -5.760 -1.354 -0.109 0.289 0.484
C 0.593 -6.906 -2.140 -0.991 -0.944 -1.113
H 4.701 -3.913 4.507 -0.866 -0.370 0.261
H 3.185 -4.361 5.443 -0.020 -0.358 1.516
H 3.190 -2.955 4.376 0.302 -0.930 0.225
H 3.267 -6.729 4.345 -0.599 0.238 -0.086
H 4.681 -6.076 3.599 -0.016 0.065 -0.316
H 3.832 -7.500 1.880 -0.103 -0.273 0.244
H 3.523 -5.944 1.368 -0.202 0.893 -0.221
H 1.176 -6.431 2.382 -0.408 0.313 0.152
H 0.381 -7.435 0.391 0.300 0.239 0.465
H 1.985 -8.025 0.066 -0.041 0.579 0.196
H 2.656 -5.801 -0.768 -0.214 -0.617 -0.234
H 1.652 -4.965 0.254 -0.844 0.289 0.574
H 1.592 -7.178 -2.540 -0.491 0.001 0.007
H -0.143 -6.719 -2.971 0.985 0.138 0.575
H 0.136 -7.798 -1.631 0.639 0.683 -0.082
C -1.367 7.429 -3.606 0.933 0.629 -0.720
O -1.608 6.218 -3.009 0.145 0.159 2.356
C -2.053 5.155 -3.752 -0.365 0.400 -2.278
C -1.075 4.652 -4.803 0.611 -1.107 -0.371
N 0.194 4.108 -4.364 0.630 1.094 -0.154
C 0.159 2.856 -3.628 -0.742 0.169 -1.197
C 1.522 2.277 -3.451 0.875 -0.201 0.576
O 2.065 1.971 -4.715 -0.101 -0.906 -0.677
C 3.390 1.415 -4.693 -0.991 2.204 0.177
H -1.308 8.268 -2.917 -0.281 -0.337 0.539
H -2.075 7.676 -4.361 -1.120 0.185 -0.689
H -0.420 7.438 -4.125 0.704 -0.102 -0.298
H -2.873 5.460 -4.433 -0.477 0.025 0.657
H -2.393 4.399 -3.064 -0.034 -0.366 0.209
H -0.865 5.430 -5.574 -0.298 -0.405 0.553
H -1.599 3.805 -5.314 0.179 0.629 0.050
H 0.885 4.852 -4.116 -0.889 -1.381 0.130
H -0.440 2.120 -4.244 0.460 0.707 0.506
H -0.345 2.927 -2.666 -0.036 -0.048 0.438
H 1.405 1.343 -2.862 0.310 0.540 -0.003
H 2.166 3.023 -2.888 -0.326 -0.747 -0.399
H 3.970 2.304 -4.518 1.116 0.150 0.606
H 3.735 1.087 -5.651 -0.547 -0.535 -0.722
H 3.518 0.677 -3.938 0.115 -0.743 0.674
O 1.530 -3.052 1.835 -1.949 -2.549 0.918
H 2.179 -3.625 2.245 0.246 -0.346 0.287
H 1.988 -2.354 1.455 1.559 2.695 -1.021


2.
9
Properties=species:S:1:pos:R:3:forces:R:3 method="wB97M-V/def2-TZVPD" e_above_lowest_kj_mol=250.7 energy_ha=-552.896525 smiles="CC#CC=S" homo_ev=-8.8 gap_ev=8.0
C -2.713 -0.470 0.044 0.300 -0.520 -0.559
C -1.523 0.400 -0.081 1.254 0.225 0.386
C -0.364 0.799 -0.048 -3.912 -1.073 0.238
C 1.008 0.815 0.088 1.079 2.295 -1.198
H -3.048 -0.542 1.100 0.097 0.181 -0.737
H -2.370 -1.470 -0.293 -0.108 0.329 0.487
H -3.544 -0.273 -0.653 0.237 0.516 0.540
H 1.482 1.829 0.004 -0.078 -0.960 0.538
S 1.814 -0.551 -0.011 1.131 -0.993 0.305


3.
10
Properties=species:S:1:pos:R:3:forces:R:3 method="wB97M-V/def2-TZVPD" e_above_lowest_kj_mol=338.2 energy_ha=-210.034910 homo_ev=-10.0 gap_ev=10.3
C 0.796 -0.796 0.469 -0.858 0.226 1.187
C -0.220 0.089 0.403 2.231 -2.417 0.250
C 2.110 -0.207 0.320 0.588 -0.916 0.206
C -1.008 1.093 0.452 -1.442 1.888 1.425
N 3.222 0.080 0.447 -0.636 0.164 -0.402
H 0.806 -1.853 0.989 -0.438 2.366 -1.266
H -1.864 1.359 -0.161 0.500 -0.295 -0.566
H -1.467 -0.476 -1.869 0.080 -1.306 -1.195
H -0.954 1.782 1.344 0.102 -0.991 -0.744
H -1.420 -1.071 -2.395 -0.126 1.281 1.104